Record 1
Entry from the OMol25 dataset: C32H29N5O5Y as an isolated structure in a non-equilibrium geometry (ωB97M-V with the def2-TZVPD basis set).

Calculated values
- LUMO energy (eV) = -3.32
- E_tot (a.u.) = -1925.055711
- charge = +1
- strongest force on any atom (eV/Å) = 2.6

The geometry in XYZ format:
```
72
C32H29N5O5Y, DFT ωB97M-V with the def2-TZVPD basis set
Y -0.009 -0.330 0.538
O 3.992 -0.638 -3.304
C 2.875 -0.820 -4.023
C 3.006 -0.883 -5.412
C 1.902 -1.082 -6.213
C 0.633 -1.222 -5.651
C 0.495 -1.151 -4.282
C 1.598 -0.948 -3.445
C 1.359 -0.840 -1.995
O 0.144 -0.827 -1.550
N 2.425 -0.696 -1.229
N 2.118 -0.409 0.104
C 3.109 -0.238 0.905
C 2.999 0.157 2.298
C 4.184 0.174 3.049
C 4.194 0.526 4.379
C 2.991 0.887 4.988
C 1.811 0.895 4.273
C 1.778 0.531 2.920
O 0.633 0.527 2.263
H 3.724 -0.615 -2.354
H 3.997 -0.775 -5.831
H 2.026 -1.128 -7.287
H -0.231 -1.378 -6.283
H -0.477 -1.248 -3.818
H 4.113 -0.390 0.506
H 5.108 -0.104 2.555
H 5.117 0.528 4.941
H 2.981 1.170 6.033
H 0.875 1.178 4.737
C 0.966 4.931 -1.313
C 0.162 4.514 -0.076
C -0.102 3.080 -0.070
N -0.297 1.952 -0.103
H 1.136 6.004 -1.282
H 0.425 4.691 -2.226
H 1.930 4.427 -1.338
H -0.799 5.028 -0.037
H 0.701 4.749 0.844
N -3.609 -0.034 0.606
C -2.461 -0.120 0.585
H -4.608 0.024 0.636
C -3.193 -3.600 -3.526
O -2.326 -3.842 -2.423
C -2.847 -3.766 -1.174
C -4.147 -3.395 -0.869
C -4.566 -3.395 0.457
C -3.700 -3.758 1.475
C -2.397 -4.126 1.175
C -1.969 -4.124 -0.140
N -0.714 -4.623 -0.564
C 0.420 -4.842 0.060
C 0.937 -4.363 1.278
C 2.030 -5.097 1.826
C 2.640 -4.708 2.979
C 2.191 -3.535 3.623
C 1.190 -2.769 3.092
C 0.563 -3.121 1.873
O -0.271 -2.328 1.289
H -4.056 -4.268 -3.500
H -2.606 -3.800 -4.417
H -3.525 -2.560 -3.532
H -4.836 -3.126 -1.656
H -5.589 -3.127 0.688
H -4.037 -3.773 2.502
H -1.732 -4.455 1.958
H -0.748 -4.947 -1.524
H 1.073 -5.509 -0.495
H 2.356 -5.995 1.314
H 3.457 -5.282 3.392
H 2.661 -3.224 4.548
H 0.858 -1.864 3.584
```

Need the natural (NBO) charges? In units of e they are: 1.966, -0.677, 0.359, -0.277, -0.160, -0.272, -0.160, -0.189, 0.600, -0.835, -0.487, -0.457, 0.194, -0.256, -0.129, -0.270, -0.151, -0.316, 0.458, -0.877, 0.506, 0.230, 0.218, 0.213, 0.220, 0.198, 0.214, 0.225, 0.221, 0.224, -0.589, -0.523, 0.492, -0.470, 0.233, 0.225, 0.226, 0.263, 0.267, -0.589, 0.291, 0.469, -0.254, -0.505, 0.291, -0.298, -0.190, -0.237, -0.177, 0.131, -0.478, 0.257, -0.308, -0.109, -0.272, -0.100, -0.325, 0.513, -0.834, 0.189, 0.215, 0.185, 0.231, 0.222, 0.230, 0.232, 0.436, 0.214, 0.217, 0.232, 0.228, 0.237


Record 2
Entry from the OMol25 dataset: C32H30BaN6O4S2 as an isolated structure in a non-equilibrium geometry (ωB97M-V with the def2-TZVPD basis set).

Calculated values
- LUMO energy (eV) = -5.43
- E_tot (a.u.) = -2688.366125
- charge = +2
- strongest force on any atom (eV/Å) = 2.7

The geometry in XYZ format:
```
75
C32H30BaN6O4S2, DFT ωB97M-V with the def2-TZVPD basis set
Ba 1.570 0.787 -1.123
O -0.044 8.431 -3.269
N -0.440 7.664 -2.420
O -1.202 7.941 -1.515
C -0.019 6.253 -2.558
C 0.199 5.820 -3.816
C 0.560 4.466 -4.071
C 0.745 3.988 -5.381
C 1.093 2.676 -5.568
C 1.251 1.865 -4.442
N 1.075 2.282 -3.202
C 0.730 3.572 -3.001
C 0.542 4.052 -1.648
N 0.767 3.190 -0.633
C 0.623 3.605 0.611
C 0.226 4.900 0.937
C -0.016 5.794 -0.075
C 0.145 5.390 -1.417
H 0.087 6.504 -4.646
H 0.607 4.661 -6.218
H 1.242 2.268 -6.558
H 1.532 0.823 -4.570
H 0.832 2.879 1.391
H 0.117 5.190 1.973
H -0.336 6.797 0.154
S 1.097 -0.819 1.401
C -0.520 -1.171 1.683
N -0.967 -1.491 2.891
C -2.358 -1.904 3.063
C -2.727 -2.781 1.896
N -2.573 -1.986 0.678
C -3.607 -2.150 -0.353
C -3.445 -3.434 -1.137
C -3.880 -4.654 -0.626
C -3.737 -5.818 -1.365
C -3.167 -5.774 -2.629
C -2.739 -4.561 -3.148
C -2.875 -3.398 -2.405
C -1.538 -1.165 0.560
S -1.354 -0.153 -0.766
C -0.132 -1.568 4.100
C 0.069 -3.012 4.503
C -0.577 -3.533 5.618
C -0.440 -4.876 5.943
C 0.338 -5.705 5.150
C 0.997 -5.187 4.043
C 0.865 -3.845 3.721
H -3.006 -1.023 3.102
H -2.447 -2.455 3.995
H -3.760 -3.105 1.977
H -2.086 -3.666 1.863
H -3.552 -1.302 -1.025
H -4.575 -2.136 0.149
H -4.362 -4.705 0.343
H -4.082 -6.759 -0.958
H -3.071 -6.680 -3.212
H -2.306 -4.521 -4.139
H -2.547 -2.451 -2.818
H -0.652 -1.023 4.890
H 0.813 -1.078 3.897
H -1.175 -2.887 6.252
H -0.940 -5.269 6.818
H 0.437 -6.753 5.400
H 1.621 -5.828 3.435
H 1.392 -3.434 2.867
N 6.452 2.858 -0.796
C 5.739 1.915 0.104
C 4.325 1.713 -0.517
O 3.512 0.978 0.063
O 4.139 2.338 -1.593
H 7.292 2.473 -1.219
H 6.686 3.745 -0.359
H 5.657 2.981 -1.543
H 5.637 2.309 1.111
H 6.240 0.952 0.157
```

Need the Löwdin charges? In units of e they are: 1.818, 0.117, -0.335, 0.103, -0.056, 0.082, -0.112, 0.036, -0.011, -0.118, -0.087, -0.153, -0.144, -0.081, -0.117, -0.007, 0.044, -0.044, 0.143, 0.136, 0.123, 0.118, 0.118, 0.123, 0.118, 0.593, -0.676, -0.085, -0.085, -0.090, -0.078, -0.111, -0.206, -0.044, -0.064, -0.068, -0.068, -0.040, -0.680, 0.583, -0.106, -0.224, -0.050, -0.063, -0.068, -0.064, -0.039, 0.151, 0.131, 0.132, 0.152, 0.071, 0.140, 0.109, 0.112, 0.111, 0.108, 0.102, 0.138, 0.081, 0.117, 0.113, 0.112, 0.110, 0.092, 0.173, -0.033, -0.683, -0.347, -0.053, 0.169, 0.169, 0.153, 0.143, 0.144


Record 3
Entry from the OMol25 dataset: C32H30Cl5CsN8O4 as an isolated structure in a non-equilibrium geometry (ωB97M-V with the def2-TZVPD basis set).

Calculated values
- LUMO energy (eV) = -0.03
- E_tot (a.u.) = -4297.431434
- charge = 0
- strongest force on any atom (eV/Å) = 1.7

The geometry in XYZ format:
```
80
C32H30Cl5CsN8O4, DFT ωB97M-V with the def2-TZVPD basis set
Cs 1.441 1.625 -0.761
C 3.086 4.799 -0.019
O 2.404 3.742 0.623
C 1.477 4.143 1.598
C 0.337 5.024 1.075
O -0.279 4.377 -0.011
C -1.484 4.956 -0.468
C -2.664 3.988 -0.274
O -2.480 2.735 -0.883
C -2.648 2.745 -2.283
H 3.439 5.539 0.705
H 2.463 5.288 -0.772
H 3.946 4.366 -0.524
H 1.975 4.688 2.418
H 1.053 3.216 1.990
H 0.736 6.003 0.770
H -0.379 5.186 1.895
H -1.366 5.196 -1.531
H -1.714 5.882 0.069
H -3.586 4.468 -0.641
H -2.769 3.774 0.793
H -3.662 3.069 -2.548
H -2.497 1.725 -2.629
H -1.915 3.389 -2.774
Cl 0.458 1.793 -3.737
C 2.077 2.322 -4.079
C 2.951 2.418 -3.002
C 4.216 2.849 -3.388
Cl 5.406 2.975 -2.135
C 4.602 3.169 -4.683
Cl 6.203 3.719 -5.044
C 3.673 3.039 -5.711
Cl 4.110 3.415 -7.340
C 2.389 2.600 -5.403
Cl 1.214 2.410 -6.661
C 1.211 -4.224 -2.792
N 1.562 -3.071 -2.011
C 0.976 -1.867 -1.970
N 1.543 -1.120 -1.050
C 2.494 -1.929 -0.543
N 2.529 -3.116 -1.094
C -0.156 -4.745 -2.416
C -0.995 -5.310 -3.368
C -2.238 -5.803 -3.003
C -2.672 -5.717 -1.694
C -1.844 -5.131 -0.740
C -0.583 -4.665 -1.101
C -2.275 -4.979 0.630
N -3.332 -5.463 1.210
N -3.307 -5.056 2.491
C -2.244 -4.336 2.642
O -1.536 -4.242 1.496
C -1.725 -3.672 3.840
C -0.909 -4.375 4.717
C -0.335 -3.721 5.792
C -0.563 -2.370 5.991
C -1.393 -1.673 5.129
C -1.606 -0.183 5.242
N -1.207 0.419 3.994
C 0.030 0.554 3.493
N -0.027 0.995 2.259
C -1.353 1.103 2.027
N -2.093 0.759 3.054
C -1.977 -2.326 4.051
H 1.973 -4.982 -2.581
H 1.247 -3.975 -3.857
H 0.164 -1.574 -2.604
H 3.162 -1.637 0.241
H -0.674 -5.362 -4.398
H -2.874 -6.247 -3.753
H -3.639 -6.084 -1.392
H 0.059 -4.242 -0.343
H -0.719 -5.422 4.546
H 0.311 -4.265 6.463
H -0.086 -1.860 6.815
H -1.013 0.238 6.057
H -2.662 0.054 5.392
H 0.925 0.334 4.038
H -1.755 1.430 1.092
H -2.607 -1.772 3.370
```

Need the Löwdin charges? In units of e they are: 1.215, -0.102, -0.417, -0.229, -0.199, -0.182, -0.173, -0.194, -0.211, -0.109, 0.097, 0.098, 0.031, 0.134, 0.087, 0.127, 0.135, 0.126, 0.129, 0.130, 0.124, 0.095, 0.083, 0.068, 0.551, -0.759, -0.357, -0.746, 0.649, -0.715, 0.647, -0.713, 0.655, -0.716, 0.643, -0.075, -0.146, -0.143, -0.104, -0.220, 0.113, -0.193, -0.030, -0.059, -0.010, -0.134, 0.038, -0.281, 0.107, 0.113, -0.298, 0.154, -0.137, -0.009, -0.059, -0.032, -0.200, -0.077, -0.143, -0.132, 0.058, -0.201, 0.110, 0.040, 0.140, 0.135, 0.137, 0.110, 0.114, 0.108, 0.116, 0.125, 0.122, 0.108, 0.113, 0.130, 0.137, 0.134, 0.094, 0.126


Which of these has the lowest LUMO energy?
C32H30BaN6O4S2